ORCA calculation (the ωB97M-V functional and the def2-TZVPD basis) on C29H41N9Rh as an isolated structure at a distorted geometry.

Results
Highest occupied orbital energy (spin up / spin down) in eV: -15.68 / -15.68
E_LUMO (spin up / spin down) in eV: -11.35 / -11.34
Charge: +3
M in u: 618.62

```
80
C29H41N9Rh the ωB97M-V functional and the def2-TZVPD basis
Rh -0.144 -0.777 0.670
C -3.183 -2.177 0.665
C -3.135 -0.952 1.524
C -4.312 -0.357 1.979
C -4.248 0.773 2.765
C -3.004 1.272 3.136
C -1.872 0.621 2.695
N -1.945 -0.457 1.873
C -0.502 0.929 3.176
C -0.154 1.680 4.291
C 1.162 1.614 4.734
C 2.056 0.718 4.153
C 1.616 -0.016 3.061
N 0.412 0.206 2.550
C 2.201 -1.276 2.532
C 3.366 -1.837 3.014
C 3.654 -3.160 2.697
C 2.758 -3.878 1.931
C 1.622 -3.248 1.426
C 0.622 -4.018 0.618
N 1.378 -1.956 1.688
H -3.501 -3.034 1.261
H -2.198 -2.408 0.253
H -3.903 -2.069 -0.147
H -5.266 -0.791 1.709
H -5.153 1.256 3.108
H -2.927 2.142 3.772
H -0.886 2.262 4.832
H 1.469 2.193 5.595
H 3.037 0.570 4.581
H 4.021 -1.275 3.664
H 4.549 -3.631 3.083
H 2.916 -4.929 1.728
H 0.035 -4.657 1.281
H 1.110 -4.675 -0.102
H -0.071 -3.355 0.097
C 0.975 -0.226 -2.391
N 1.556 -0.658 -1.090
C 2.575 0.350 -0.665
N 3.596 0.545 -1.678
C 2.983 0.968 -2.935
N 2.020 -0.046 -3.387
C 2.713 -1.295 -3.706
N 3.294 -1.636 -2.408
C 2.292 -1.913 -1.382
C 4.324 -0.696 -1.938
H 0.458 0.719 -2.247
H 0.258 -0.972 -2.732
H 3.034 0.011 0.264
H 2.069 1.297 -0.483
H 3.749 1.113 -3.695
H 2.459 1.912 -2.781
H 3.491 -1.143 -4.450
H 2.019 -2.066 -4.035
H 2.797 -2.265 -0.484
H 1.604 -2.674 -1.749
H 5.079 -0.555 -2.709
H 4.786 -1.078 -1.028
C -1.836 4.047 -2.803
C -2.647 3.599 -1.594
N -2.559 2.148 -1.339
C -3.621 1.299 -1.899
C -3.321 0.728 -3.281
C -1.546 1.618 -0.657
C -0.617 2.533 0.084
N -1.337 0.315 -0.595
H -1.851 5.134 -2.875
H -2.245 3.650 -3.730
H -0.795 3.728 -2.724
H -3.700 3.830 -1.743
H -2.333 4.138 -0.703
H -4.519 1.911 -1.943
H -3.825 0.500 -1.181
H -3.005 1.508 -3.970
H -4.224 0.275 -3.689
H -2.546 -0.042 -3.260
H -1.172 3.143 0.796
H -0.102 3.216 -0.593
H 0.117 1.945 0.629
H -2.023 -0.222 -1.113
```